A 11-piece molecular cluster, C52H76F4O14 overall in a non-equilibrium geometry. Source: the OMol25 dataset; level of theory: the ωB97M-V functional and the def2-TZVPD basis.

Summary:
Highest occupied orbital energy   -8.98 eV
Calculated total energy   -3479.89184 Eh
Energy above the lowest of the compared OMol25 structures with the same formula, charge and spin   0.00 kcal/mol
Kohn-Sham gap   9.5 eV

Geometry as XYZ:
```
146
Properties=species:S:1:pos:R:3:forces:R:3:lowdin_charge:R:1
C 11.931 15.747 24.441 -1.06 -0.41 1.43 -0.0594
C 13.031 14.990 25.162 0.60 1.22 -2.10 -0.1955
O 14.032 15.950 25.514 0.91 0.27 0.53 -0.0302
C 14.917 16.327 24.564 -0.66 -1.49 -0.45 -0.5206
C 16.071 17.005 25.163 1.04 1.33 1.14 0.0197
O 14.778 16.011 23.402 0.18 0.30 0.23 0.0804
H 11.740 16.669 25.008 0.08 -0.06 -0.35 0.0935
H 11.008 15.179 24.499 -0.26 -0.20 -0.01 0.0727
H 12.098 15.932 23.410 0.54 0.30 -0.80 0.0414
H 12.722 14.578 26.084 -0.37 -0.57 0.84 0.1088
H 13.509 14.271 24.487 -0.27 -0.22 0.32 0.1256
H 16.641 17.614 24.463 -0.38 0.02 -0.15 0.0655
H 16.805 16.323 25.614 -0.50 -0.32 -0.23 0.1020
H 15.736 17.640 26.008 0.15 -0.20 -0.56 0.1046
C 13.684 20.071 14.183 0.84 0.92 -0.30 -0.0805
C 14.164 19.290 12.991 0.17 -1.32 0.95 -0.2585
O 13.725 19.862 11.787 0.08 0.46 -1.50 -0.0132
C 14.312 19.372 10.651 -0.41 -0.05 0.55 -0.5280
C 14.014 20.181 9.427 -0.29 0.68 0.63 0.0180
O 14.992 18.382 10.640 0.15 -0.05 0.22 0.1060
H 14.130 21.091 14.218 -0.23 -0.60 -0.10 0.0939
H 13.988 19.531 15.076 -0.17 0.08 -0.05 0.0400
H 12.615 20.186 14.141 -0.54 -0.02 0.14 0.0766
H 15.248 19.216 12.970 0.18 0.00 0.05 0.1245
H 13.787 18.249 13.093 0.15 0.46 -0.30 0.1302
H 14.426 19.652 8.589 0.07 -0.07 -0.43 0.0794
H 14.480 21.174 9.535 -0.12 -0.33 -0.11 0.0971
H 12.937 20.343 9.325 0.18 -0.07 -0.05 0.0913
C 10.006 20.827 20.922 -0.64 -0.32 -0.15 -0.0592
C 11.389 21.164 20.429 0.24 -0.43 -0.40 -0.2299
O 11.441 21.103 18.997 0.46 0.00 -0.04 -0.0409
C 12.548 21.644 18.418 -0.29 -0.70 -1.13 -0.5048
C 12.417 21.410 16.907 0.14 0.74 1.20 0.0283
O 13.462 22.187 18.988 -0.62 -0.31 0.07 0.0937
H 9.193 21.381 20.407 0.65 -0.05 0.36 0.0905
H 10.000 21.050 21.992 -0.26 0.02 -0.05 0.0811
H 9.749 19.756 20.810 0.35 0.46 -0.02 0.0684
H 11.696 22.170 20.647 0.09 0.42 0.74 0.1161
H 12.123 20.443 20.829 -0.14 0.42 0.00 0.1127
H 11.374 21.565 16.679 -0.24 0.37 -0.40 0.0876
H 12.611 20.388 16.644 0.38 -0.55 0.15 0.0486
H 13.098 22.074 16.384 -0.14 0.01 -0.15 0.0882
C 12.781 11.190 16.000 0.36 -0.64 0.74 -0.0513
C 13.256 11.463 17.412 0.51 0.95 0.64 -0.1995
O 12.949 10.323 18.261 0.14 0.50 0.19 -0.0084
C 13.564 10.279 19.468 -0.79 -2.26 -0.77 -0.5488
C 13.390 8.912 20.057 -0.09 -0.47 0.66 0.0156
O 14.265 11.087 19.971 0.84 1.95 0.17 0.1096
H 12.994 11.987 15.296 0.10 0.21 0.14 0.0742
H 11.721 11.042 16.070 -0.67 -0.08 -0.32 0.0670
H 13.233 10.264 15.640 -0.01 0.05 -0.12 0.0810
H 14.333 11.615 17.512 0.05 0.02 -0.36 0.1056
H 12.797 12.372 17.843 0.01 -0.51 -0.23 0.1025
H 13.391 8.866 21.149 -0.13 0.57 -0.13 0.0900
H 14.255 8.313 19.793 0.18 -0.08 -0.42 0.0905
H 12.507 8.431 19.686 -0.40 -0.31 -0.24 0.0750
C 15.964 20.934 21.537 -0.86 0.33 0.26 -0.0583
C 16.233 22.011 22.547 0.50 0.46 0.67 -0.1803
O 17.481 21.793 23.301 0.19 -0.34 -0.16 -0.0029
C 17.445 20.772 24.166 -0.92 -0.63 0.07 -0.5615
C 18.738 20.234 24.678 1.38 0.50 -0.63 0.0197
O 16.409 20.231 24.467 -0.50 -0.05 0.20 0.0773
H 16.795 20.926 20.858 0.35 -0.38 -0.53 0.0658
H 15.058 21.239 20.997 0.21 -0.04 -0.15 0.0788
H 15.762 19.964 21.970 0.24 -0.17 0.14 0.0548
H 16.476 22.919 22.008 -0.13 0.29 0.04 0.1180
H 15.419 22.212 23.258 0.24 -0.25 -0.22 0.1258
H 18.954 19.302 24.143 -0.23 0.11 -0.07 0.0753
H 18.728 19.965 25.736 -0.25 0.38 -0.12 0.0917
H 19.563 20.918 24.421 -0.21 -0.23 0.41 0.0902
C 9.314 16.369 21.307 0.33 -1.77 0.10 -0.0634
C 10.097 15.558 20.314 0.27 -1.36 -1.73 -0.2260
O 11.474 15.280 20.725 -0.20 0.05 -0.68 -0.0417
C 12.222 14.550 19.829 1.26 1.26 1.73 -0.4844
C 13.672 14.333 20.336 -1.09 -0.79 -0.64 0.0503
O 11.813 14.172 18.773 -0.52 -0.23 -0.49 0.0794
H 8.390 16.569 20.798 -0.51 0.56 -0.08 0.0744
H 9.889 17.246 21.510 -0.02 0.75 0.56 0.0592
H 9.054 15.755 22.189 0.40 0.62 -0.11 0.0879
H 9.679 14.552 20.103 -0.21 0.58 0.32 0.1268
H 10.052 16.056 19.308 0.59 -0.21 0.85 0.1326
H 14.393 14.869 19.717 -0.28 -0.05 -0.21 0.0679
H 13.842 13.252 20.265 0.19 0.26 -0.27 0.0625
H 13.847 14.592 21.356 -0.25 0.53 0.72 0.0562
C 13.811 17.901 20.813 1.30 -0.86 1.60 -0.0554
C 13.515 18.317 19.430 -1.44 1.66 -1.32 -0.1944
O 13.353 17.198 18.551 -0.45 -1.45 1.53 0.0132
C 13.509 17.291 17.256 1.25 0.61 -0.34 -0.5434
C 13.186 16.040 16.521 0.42 0.10 -0.34 0.0406
O 13.978 18.286 16.756 -0.25 0.46 -0.59 0.0577
H 14.822 17.464 20.980 -0.57 0.01 -0.51 0.0805
H 13.083 17.176 21.209 0.19 0.26 -0.27 0.0708
H 13.850 18.743 21.517 -0.39 0.13 -0.40 0.0752
H 12.520 18.808 19.410 0.29 -0.19 0.11 0.1211
H 14.154 19.072 18.954 0.41 -0.48 0.43 0.1067
H 13.316 16.240 15.436 -0.29 -0.33 0.82 0.0950
H 12.200 15.741 16.837 -0.48 -0.27 -0.34 0.0697
H 13.867 15.250 16.865 -0.10 0.16 -0.19 0.0861
F 17.452 11.788 15.433 0.61 -0.78 -0.99 0.0568
C 17.225 12.869 16.183 -0.70 -0.47 -1.81 -0.3088
C 16.973 14.055 15.491 0.95 -1.55 -0.04 -0.0151
C 16.654 15.155 16.211 -0.31 1.09 0.60 -0.0754
C 16.506 14.971 17.598 -0.08 1.50 -0.24 -0.0998
C 16.684 13.734 18.192 -0.66 1.13 0.78 -0.1100
C 17.054 12.616 17.489 0.16 -0.41 1.08 -0.0188
H 17.121 13.979 14.433 -0.09 0.37 -0.45 0.1178
H 16.510 16.130 15.703 0.02 -0.65 0.63 0.1268
H 16.274 15.884 18.185 0.07 -0.93 -0.16 0.0993
H 16.436 13.690 19.225 0.07 -0.29 0.80 0.0920
H 17.188 11.595 17.897 -0.16 0.93 -0.22 0.1443
F 16.545 18.225 17.942 0.33 -0.01 -0.37 0.0488
C 17.063 19.473 17.930 0.53 0.64 0.42 -0.2395
C 16.201 20.545 17.697 0.72 -0.76 0.93 -0.0084
C 16.675 21.819 17.983 0.15 -0.29 -0.76 -0.0756
C 17.998 21.960 18.366 -0.07 2.18 0.04 -0.1210
C 18.889 20.921 18.458 0.27 0.39 0.29 -0.1014
C 18.421 19.655 18.244 -0.44 -1.10 -0.55 -0.0182
H 15.195 20.293 17.449 -0.56 0.16 -0.27 0.0788
H 16.052 22.691 17.799 0.04 -0.20 0.31 0.1085
H 18.361 22.978 18.543 -0.09 -0.34 0.01 0.1072
H 19.929 21.128 18.731 -0.40 -0.26 -0.21 0.1160
H 19.144 18.851 18.231 -0.36 -0.45 0.29 0.1110
F 17.782 18.323 22.006 -0.74 0.99 0.98 0.0684
C 18.581 17.483 21.371 0.71 0.13 -0.12 -0.3216
C 19.906 17.873 21.187 -0.67 -0.88 -1.01 -0.0126
C 20.698 17.064 20.369 -0.09 0.27 0.22 -0.0803
C 20.188 15.870 19.849 -0.84 0.70 0.60 -0.0834
C 18.868 15.519 20.113 -0.10 0.21 1.29 -0.0656
C 18.028 16.323 20.922 0.50 -1.23 -1.31 0.0081
H 20.173 18.840 21.556 0.45 0.32 0.15 0.1090
H 21.701 17.390 20.115 -0.01 -0.14 0.12 0.1033
H 20.780 15.211 19.263 0.50 -0.29 -0.41 0.0926
H 18.517 14.543 19.840 -0.15 -0.16 -0.44 0.0799
H 16.985 16.057 21.126 0.47 0.18 0.01 0.1172
F 8.578 14.465 11.219 -0.72 -0.13 -0.62 0.0582
C 9.145 14.280 12.416 -0.32 0.08 -0.18 -0.3057
C 8.481 13.535 13.378 1.29 -0.06 -0.58 -0.0159
C 9.148 13.361 14.584 -0.82 0.03 0.49 -0.0760
C 10.365 14.015 14.812 0.33 -0.36 0.01 -0.0897
C 10.980 14.745 13.801 -0.22 0.30 -0.54 -0.0779
C 10.358 14.895 12.573 -0.35 0.31 0.42 -0.0183
H 7.600 13.001 13.077 -0.42 0.01 0.24 0.1130
H 8.600 12.752 15.336 0.92 0.53 -0.32 0.1178
H 10.893 13.926 15.748 -0.14 -0.15 0.26 0.0832
H 11.923 15.265 13.867 0.16 -0.16 0.71 0.0875
H 10.677 15.587 11.796 0.30 -0.41 0.12 0.1254
```
Forces are in eV/Å.